[1]
Formula: CH2F2O2
Source: OMol25
Level of theory: ωB97M-V with the def2-TZVPD basis set

XYZ file:
```
7
CH2F2O2, DFT ωB97M-V with the def2-TZVPD basis set
F -0.96 -0.46 1.17
F -1.24 -0.69 -0.97
O 1.61 -0.65 -0.01
O -0.31 1.19 -0.13
C -0.62 -0.08 -0.05
H -0.05 1.54 -0.99
H 1.58 -0.85 0.97
```

The energy above the lowest of the compared OMol25 structures with the same formula, charge and spin comes out at 396.6 kJ/mol. As for the HOMO energy (alpha / beta): -9.3 / -9.3 eV. As for the multiplicity: 1. The value obtained for the LUMO energy (alpha / beta) is -0.2 / -0.2 eV.

[2]
Formula: CH2F2O2
Source: OMol25
Level of theory: ωB97M-V with the def2-TZVPD basis set

XYZ file:
```
7
CH2F2O2, DFT ωB97M-V with the def2-TZVPD basis set
F 2.54 -0.10 0.80
F -0.01 1.36 0.79
O 2.93 0.29 -0.41
O 1.12 0.87 -1.08
C 0.16 0.45 -0.29
H -0.72 0.52 -1.03
H 0.29 -0.66 0.25
```

The energy above the lowest of the compared OMol25 structures with the same formula, charge and spin comes out at 885.8 kJ/mol. As for the HOMO energy (alpha / beta): -11.6 / -11.7 eV. As for the multiplicity: 1. The value obtained for the LUMO energy (alpha / beta) is -3.2 / -3.3 eV.

[3]
Formula: CH2F2O4S
Source: OMol25
Level of theory: ωB97M-V with the def2-TZVPD basis set

XYZ file:
```
10
CH2F2O4S, DFT ωB97M-V with the def2-TZVPD basis set
S 0.22 -0.64 0.65
F -1.87 1.16 0.27
F -2.07 -0.74 -0.51
O 1.60 0.87 -0.47
O -0.29 -0.99 1.97
O 1.21 0.67 0.88
O 0.92 -1.52 -0.21
C -1.19 0.22 -0.38
H -0.97 0.49 -1.42
H 2.42 0.50 -0.78
```

The energy above the lowest of the compared OMol25 structures with the same formula, charge and spin comes out at 41.1 kJ/mol. As for the HOMO energy: -11.8 eV. As for the multiplicity: 1. The value obtained for the LUMO energy is 0.3 eV.

[4]
Formula: CH2F2S
Source: OMol25
Level of theory: ωB97M-V with the def2-TZVPD basis set

XYZ file:
```
6
CH2F2S, DFT ωB97M-V with the def2-TZVPD basis set
S -0.45 -1.55 1.26
F -0.41 -0.41 2.53
F -0.40 1.43 -0.50
C 0.25 0.40 -0.98
H 0.08 0.07 -2.02
H 0.93 0.06 -0.29
```

The energy above the lowest of the compared OMol25 structures with the same formula, charge and spin comes out at 330.4 kJ/mol. As for the HOMO energy (alpha / beta): -8.6 / -8.6 eV. As for the multiplicity: 1. The value obtained for the LUMO energy (alpha / beta) is -2.4 / -2.4 eV.

[5]
Formula: CH2F3NO
Source: OMol25
Level of theory: ωB97M-V with the def2-TZVPD basis set

XYZ file:
```
8
CH2F3NO, DFT ωB97M-V with the def2-TZVPD basis set
F -1.85 1.04 -0.33
F -1.50 -1.02 -0.86
F -1.63 -0.45 1.21
O 0.20 0.29 0.11
N 1.82 -0.02 -0.39
C -1.23 -0.07 0.01
H 2.07 -0.69 0.33
H 2.13 0.91 -0.09
```

The energy above the lowest of the compared OMol25 structures with the same formula, charge and spin comes out at 151.6 kJ/mol. As for the HOMO energy: -10.9 eV. As for the multiplicity: 1. The value obtained for the LUMO energy is -0.6 eV.

[6]
Formula: CH2F3NO4S2
Source: OMol25
Level of theory: ωB97M-V with the def2-TZVPD basis set

XYZ file:
```
13
CH2F3NO4S2, DFT ωB97M-V with the def2-TZVPD basis set
S 1.17 0.40 0.78
S -1.29 1.00 -0.89
F -1.45 -1.51 -1.43
F -3.05 -0.81 -0.21
F -1.18 -1.28 0.77
O -0.86 0.71 -2.26
O 0.11 1.30 -0.12
O 2.32 1.50 0.65
O 0.72 0.48 2.16
N 1.35 -0.93 0.11
C -1.72 -0.82 -0.32
H 2.82 1.53 -0.10
H 1.06 -1.56 0.86
```

The energy above the lowest of the compared OMol25 structures with the same formula, charge and spin comes out at 0.0 kJ/mol. As for the HOMO energy: -10.6 eV. As for the multiplicity: 1. The value obtained for the LUMO energy is 0.2 eV.

[7]
Formula: CH2F3P
Source: OMol25
Level of theory: ωB97M-V with the def2-TZVPD basis set

XYZ file:
```
7
CH2F3P, DFT ωB97M-V with the def2-TZVPD basis set
P -1.76 0.94 0.27
F -1.36 -0.72 2.43
F -0.40 -0.19 -1.70
F -0.95 2.17 0.90
C -0.26 0.03 -0.36
H 0.66 0.61 -0.20
H -0.18 -0.94 0.13
```

The energy above the lowest of the compared OMol25 structures with the same formula, charge and spin comes out at 383.3 kJ/mol. As for the HOMO energy: -10.8 eV. As for the multiplicity: 1. The value obtained for the LUMO energy is -3.1 eV.

[8]
Formula: CH2F4P2S
Source: OMol25
Level of theory: ωB97M-V with the def2-TZVPD basis set

XYZ file:
```
10
CH2F4P2S, DFT ωB97M-V with the def2-TZVPD basis set
S 0.05 -0.39 1.65
P 0.36 0.73 -0.16
P -0.88 -1.97 0.64
F 1.98 0.73 -0.05
F -0.92 -2.88 1.95
F 0.43 -2.65 0.00
F 0.30 -0.45 -1.20
C -0.12 2.12 -0.99
H -0.26 3.11 -0.41
H -0.93 1.65 -1.43
```

The energy above the lowest of the compared OMol25 structures with the same formula, charge and spin comes out at 43.6 kJ/mol. As for the HOMO energy (alpha / beta): -5.8 / -9.8 eV. As for the multiplicity: 3. The value obtained for the LUMO energy (alpha / beta) is 0.4 / -2.9 eV.

[9]
Formula: CH2FHgNaO
Source: OMol25
Level of theory: ωB97M-V with the def2-TZVPD basis set

XYZ file:
```
7
CH2FHgNaO, DFT ωB97M-V with the def2-TZVPD basis set
Hg -0.22 -1.93 1.19
Na 0.94 -0.60 2.90
F -0.82 -0.98 -1.10
O 0.48 0.45 0.70
C -0.11 0.79 -0.98
H -0.97 1.45 -1.00
H 0.70 0.83 -1.71
```

As for the HOMO energy (alpha / beta): -5.4 / -8.7 eV. As for the multiplicity: 3. The value obtained for the LUMO energy (alpha / beta) is -1.1 / -1.6 eV.

[10]
Formula: CH2FLiORu
Source: OMol25
Level of theory: ωB97M-V with the def2-TZVPD basis set

XYZ file:
```
7
CH2FLiORu, DFT ωB97M-V with the def2-TZVPD basis set
Ru 0.49 -0.77 -2.22
F -0.79 0.56 1.17
O -0.04 -0.86 -0.42
C 0.38 0.37 0.31
Li -1.84 -0.79 0.17
H 1.22 0.07 0.94
H 0.58 1.42 0.04
```

As for the total charge: +2. As for the HOMO energy (alpha / beta): -18.3 / -22.5 eV. As for the multiplicity: 7. The value obtained for the LUMO energy (alpha / beta) is -9.4 / -14.4 eV.

[11]
Formula: CH2FNO
Source: OMol25
Level of theory: ωB97M-V with the def2-TZVPD basis set

XYZ file:
```
6
CH2FNO, DFT ωB97M-V with the def2-TZVPD basis set
F -0.18 -0.58 0.16
O 1.54 -2.37 1.01
N 2.88 -0.65 0.12
C 2.07 -1.47 0.46
H 2.77 0.19 -0.54
H -0.07 -1.55 0.06
```

The energy above the lowest of the compared OMol25 structures with the same formula, charge and spin comes out at 74.0 kJ/mol. As for the HOMO energy: -11.3 eV. As for the multiplicity: 1. The value obtained for the LUMO energy is 0.6 eV.

[12]
Formula: CH2FNO2
Source: OMol25
Level of theory: ωB97M-V with the def2-TZVPD basis set

XYZ file:
```
7
CH2FNO2, DFT ωB97M-V with the def2-TZVPD basis set
F 2.34 0.04 -1.12
O -1.43 -0.69 0.43
O 1.49 -0.01 0.91
N -1.37 0.45 -0.26
C 1.61 0.53 -0.13
H -1.31 0.16 -1.21
H -1.35 -0.46 1.38
```

The energy above the lowest of the compared OMol25 structures with the same formula, charge and spin comes out at 304.2 kJ/mol. As for the HOMO energy (alpha / beta): -10.4 / -9.3 eV. As for the multiplicity: 1. The value obtained for the LUMO energy (alpha / beta) is 0.2 / -1.6 eV.

[13]
Formula: CH2FNO2
Source: OMol25
Level of theory: ωB97M-V with the def2-TZVPD basis set

XYZ file:
```
7
CH2FNO2, DFT ωB97M-V with the def2-TZVPD basis set
F -0.84 1.08 0.40
O 0.75 -0.44 0.12
O 0.96 1.12 1.70
N -0.07 -0.95 -0.92
C 0.38 0.61 0.83
H -0.21 -0.22 -1.61
H -0.97 -1.21 -0.53
```

The energy above the lowest of the compared OMol25 structures with the same formula, charge and spin comes out at 204.2 kJ/mol. As for the HOMO energy (alpha / beta): -5.0 / -10.9 eV. As for the multiplicity: 3. The value obtained for the LUMO energy (alpha / beta) is 0.7 / -4.4 eV.

[14]
Formula: CH2FNO3S
Source: OMol25
Level of theory: ωB97M-V with the def2-TZVPD basis set

XYZ file:
```
9
CH2FNO3S, DFT ωB97M-V with the def2-TZVPD basis set
S 1.13 0.41 0.12
F 1.39 -0.26 -1.32
O -0.67 -1.82 0.02
O 1.64 -0.46 1.11
O 1.55 1.75 0.02
N -0.54 0.43 0.08
C -1.21 -0.76 0.03
H -0.98 1.32 -0.04
H -2.31 -0.62 -0.01
```

The energy above the lowest of the compared OMol25 structures with the same formula, charge and spin comes out at 0.0 kJ/mol. As for the HOMO energy (alpha / beta): -6.2 / -12.0 eV. As for the multiplicity: 3. The value obtained for the LUMO energy (alpha / beta) is 0.5 / -3.7 eV.

[15]
Formula: CH2FO2S
Source: OMol25
Level of theory: ωB97M-V with the def2-TZVPD basis set

XYZ file:
```
7
CH2FO2S, DFT ωB97M-V with the def2-TZVPD basis set
S 0.17 -0.25 -0.53
F 1.52 1.12 -0.82
O -0.70 0.12 -1.62
O 1.31 -2.31 -0.47
C -0.64 0.21 0.82
H -1.53 0.89 0.90
H -0.13 0.22 1.72
```

The energy above the lowest of the compared OMol25 structures with the same formula, charge and spin comes out at 496.8 kJ/mol. As for the total charge: -1. As for the HOMO energy (alpha / beta): -4.5 / -4.5 eV. As for the multiplicity: 1. The value obtained for the LUMO energy (alpha / beta) is 2.2 / 2.5 eV.

[16]
Formula: CH2FOPS
Source: OMol25
Level of theory: ωB97M-V with the def2-TZVPD basis set

XYZ file:
```
7
CH2FOPS, DFT ωB97M-V with the def2-TZVPD basis set
S 1.18 -1.89 -3.01
P -0.21 -1.95 0.04
F 2.80 -1.35 -2.89
O 0.34 -3.08 -0.77
C 0.72 -0.59 0.06
H 1.40 -0.47 -0.85
H 0.39 0.37 0.55
```

The energy above the lowest of the compared OMol25 structures with the same formula, charge and spin comes out at 252.2 kJ/mol. As for the HOMO energy (alpha / beta): -9.8 / -9.5 eV. As for the multiplicity: 3. The value obtained for the LUMO energy (alpha / beta) is -0.3 / -3.2 eV.

[17]
Formula: CH2FPS
Source: OMol25
Level of theory: ωB97M-V with the def2-TZVPD basis set

XYZ file:
```
6
CH2FPS, DFT ωB97M-V with the def2-TZVPD basis set
S 1.60 1.25 0.45
P -0.68 0.87 -0.42
F -1.41 -1.70 -0.68
C 0.42 0.08 0.61
H -0.16 0.10 -1.49
H 0.24 -0.60 1.53
```

The energy above the lowest of the compared OMol25 structures with the same formula, charge and spin comes out at 418.4 kJ/mol. As for the HOMO energy: -9.6 eV. As for the multiplicity: 1. The value obtained for the LUMO energy is -2.4 eV.

[18]
Formula: CH2I2
Source: OMol25
Level of theory: ωB97M-V with the def2-TZVPD basis set

XYZ file:
```
5
CH2I2, DFT ωB97M-V with the def2-TZVPD basis set
I -1.08 -0.42 -0.24
I -3.01 1.81 -0.31
C 0.92 -0.62 0.10
H 1.75 -0.21 -0.59
H 1.42 -0.57 1.05
```

The energy above the lowest of the compared OMol25 structures with the same formula, charge and spin comes out at 244.3 kJ/mol. As for the HOMO energy: -8.7 eV. As for the multiplicity: 1. The value obtained for the LUMO energy is -2.3 eV.

[19]
Formula: CH2I2
Source: OMol25
Level of theory: ωB97M-V with the def2-TZVPD basis set

XYZ file:
```
5
CH2I2, DFT ωB97M-V with the def2-TZVPD basis set
I -0.17 -1.25 0.01
I -2.74 -1.08 0.01
C 0.90 0.37 -0.03
H 1.08 0.94 0.94
H 0.93 1.02 -0.95
```

The energy above the lowest of the compared OMol25 structures with the same formula, charge and spin comes out at 251.9 kJ/mol. As for the HOMO energy (alpha / beta): -8.3 / -8.3 eV. As for the multiplicity: 1. The value obtained for the LUMO energy (alpha / beta) is -0.8 / -0.8 eV.

[20]
Formula: CH2I3P
Source: OMol25
Level of theory: ωB97M-V with the def2-TZVPD basis set

XYZ file:
```
7
CH2I3P, DFT ωB97M-V with the def2-TZVPD basis set
I 0.83 2.19 -2.81
I 1.32 2.05 1.38
I -2.13 2.78 -0.89
P 0.09 0.67 -0.12
C -0.67 1.22 -1.64
H -0.38 -0.53 0.48
H 1.17 -0.05 -0.62
```

The energy above the lowest of the compared OMol25 structures with the same formula, charge and spin comes out at 117.3 kJ/mol. As for the HOMO energy (alpha / beta): -8.3 / -8.3 eV. As for the multiplicity: 1. The value obtained for the LUMO energy (alpha / beta) is -1.0 / -1.0 eV.